one.
Molecular formula: C6H14N2O2
Method: DFT, ωB97M-V/def2-TZVPD

Cartesian coordinates (Å):
C 1.4601 -0.1905 2.5648
C 0.8110 2.4071 -0.0401
C 0.6586 0.7871 1.7537
O -0.5501 0.8055 1.6934
N 1.4359 1.7250 1.1052
H 0.8126 -0.5917 3.3736
H 2.3503 1.9782 1.4282
H -0.0267 2.9651 0.3945
H 1.3274 3.1484 -0.6761
H 1.6410 -1.1142 1.9223
H 2.3454 0.0904 3.1157
H 0.3295 1.6161 -0.6313
C -2.3527 -2.1554 -0.4707
C 0.3643 -0.1841 -2.2226
C -0.9411 -0.8422 -1.9281
O -1.9246 -0.7847 -2.6290
N -1.0463 -1.5485 -0.6994
H -0.6506 -1.0690 0.0979
H -2.4625 -3.0125 -1.1952
H 0.4007 0.0355 -3.3021
H -2.4096 -2.5064 0.5658
H -3.2343 -1.5226 -0.5835
H 0.4458 0.7752 -1.6954
H 1.2159 -0.8119 -1.9416

- Charge: 0
- SMILES: CNC(C)=O.CNC(C)=O
- Multiplicity: 1

---

two.
Molecular formula: C6H14N2O2
Method: DFT, ωB97M-V/def2-TZVPD

Cartesian coordinates (Å):
C -2.2271 0.4587 -2.1949
C -0.5288 1.6441 0.9436
C -2.1324 1.1202 -0.8499
O -2.9906 1.8474 -0.4039
N -0.9924 0.8110 -0.1627
H -3.2427 0.1021 -2.3347
H -0.2846 0.5033 -0.8128
H -1.1744 2.5335 0.9506
H -2.1645 1.2347 -2.9539
H -1.5856 -0.3824 -2.4150
H -0.7095 1.1784 1.9069
H 0.4588 2.0084 0.6788
C 2.7956 0.0820 0.0466
C 0.1263 -2.2295 1.3005
C 1.1158 -1.6507 0.3390
O 1.2956 -2.0207 -0.8044
N 1.7672 -0.5536 0.8314
H 1.6136 -0.2006 1.7509
H 3.0016 1.0657 0.4669
H 0.3883 -2.1326 2.3442
H 3.7640 -0.4354 0.1370
H 2.6560 0.0525 -1.0284
H -0.8097 -1.7587 1.1105
H -0.1405 -3.2777 1.1535

- Charge: 0
- SMILES: CNC(C)=O.CNC(C)=O
- Multiplicity: 1

---

three.
Molecular formula: C6H14N2O2
Method: DFT, ωB97M-V/def2-TZVPD

Cartesian coordinates (Å):
C -1.6632 -1.9411 -1.6600
C -0.4526 1.7268 -1.9250
C -1.3452 -0.6728 -2.2529
O -1.2987 -0.5636 -3.4761
N -1.1333 0.5134 -1.4568
H -1.0942 -2.3513 -0.8029
H -1.4308 0.4405 -0.5508
H -0.4098 2.5795 -1.2312
H -2.7275 -2.1219 -1.3741
H -1.8969 -2.6580 -2.5172
H 0.5878 1.5376 -2.4099
H -0.9049 2.1372 -2.8170
C 0.8732 -1.4572 2.7594
C 1.4168 1.7646 0.8617
C 1.2205 0.7670 1.8938
O 1.5325 0.9334 3.0959
N 0.8822 -0.6056 1.6497
H 0.6410 -1.2042 0.8683
H 0.8070 -2.4923 2.4095
H 2.5216 1.8511 0.6192
H 1.6848 -1.1429 3.4999
H 0.2030 -1.2877 3.5866
H 0.7152 1.5435 0.0377
H 1.2715 2.7040 1.1923

- Charge: 0
- SMILES: CNC(C)=O.CNC(C)=O
- Multiplicity: 1

---

two is the most stable structure; the next one sits 17.7 kcal/mol above it.

---

one.
Molecular formula: C5H9NO2S
Method: DFT, ωB97M-V/def2-TZVPD

Cartesian coordinates (Å):
C -0.3343 0.3358 -0.0036
C 0.9358 -0.4104 -0.2382
C -0.7655 1.7220 0.3031
C 0.7284 -1.9205 -0.1178
C 2.2537 0.1354 -0.4622
N -2.1944 1.5301 0.0742
O -2.5047 -0.8121 -1.0449
O -2.3355 -0.8676 1.3690
S -2.0084 -0.2068 0.1475
H -0.6820 2.0177 1.3698
H -0.4197 2.3672 -0.3972
H -0.1724 -2.1141 0.2535
H 0.9192 -2.4498 -1.0743
H 1.6017 -2.2551 0.5915
H 2.9112 -0.5824 -0.8928
H 2.2516 1.0220 -1.0643
H 2.6655 0.3597 0.4706
H -2.8503 2.1290 0.7159

- Charge: 0
- Multiplicity: 1

---

two.
Molecular formula: C5H9NO2S
Method: DFT, ωB97M-V/def2-TZVPD

Cartesian coordinates (Å):
C -0.7475 -1.2367 0.6901
C 0.6428 -1.9080 0.4401
C 1.2668 -1.3373 -0.7493
C -0.0232 1.2684 0.3065
C -0.4165 2.0633 -0.8656
N -0.8602 0.1088 0.7163
O -1.7251 -1.9088 0.8760
O 0.7101 -1.5483 -1.9603
S 0.8829 2.0999 1.5962
H 1.2194 -1.6006 1.2847
H 0.4297 -2.8813 0.2701
H 2.0347 -0.6305 -0.9112
H 0.4131 2.6778 -1.0160
H -1.4383 2.6910 -0.5671
H -0.6344 1.4883 -1.8788
H -1.6244 0.5522 1.1679
H -0.2593 -1.6017 -2.0436
H 0.1294 1.7035 2.6438

- Charge: 0
- Multiplicity: 1

---

three.
Molecular formula: C5H9NO2S
Method: DFT, ωB97M-V/def2-TZVPD

Cartesian coordinates (Å):
C -2.2576 -2.2614 -1.7393
C -0.1146 1.4017 0.4807
C 0.7278 1.7880 -0.7344
C 1.9135 -0.4907 -0.7732
C -0.4017 -0.6183 1.9177
N -0.4244 -0.0250 0.6014
O -2.6437 -2.0688 -0.6679
O -1.8354 -2.3421 -2.7985
S 2.3755 1.1556 -0.6442
H 0.4094 1.6676 1.4472
H -1.0515 1.8960 0.2491
H 0.0439 1.3967 -1.5440
H 0.8556 2.8168 -0.7648
H 2.3767 -1.3884 -0.2288
H 1.1464 -0.8335 -1.5448
H -1.0767 0.0340 2.4837
H -0.6545 -1.7004 1.8366
H 0.6113 -0.4278 2.4235

- Charge: 0
- Multiplicity: 1

---

one is the most stable structure; the next one sits 2.2 kcal/mol above it.

---

one.
Molecular formula: C5H9NO2S
Method: DFT, ωB97M-V/def2-TZVPD

Cartesian coordinates (Å):
C 1.9929 0.9154 -1.3411
C -3.2635 0.3817 -0.2238
C -2.1321 0.3051 0.3857
C 1.0239 -0.1672 -1.4201
C -0.0551 -0.4299 1.9902
N 1.4732 -1.4137 -1.5380
O 2.3820 1.0281 -0.0832
O 2.1817 1.6726 -2.2346
S -1.2946 -1.2057 0.8929
H -3.7936 -0.5449 -0.2771
H -3.5774 1.2308 -0.7297
H -1.7001 1.2698 0.5712
H 0.5856 0.3148 1.5450
H 0.5506 -1.2162 2.4417
H -0.5257 0.0352 2.8480
H 2.9108 1.7392 0.2347
H 0.8340 -2.1901 -1.4581
H 2.4075 -1.7250 -1.6038

- Charge: 0
- Multiplicity: 1

---

two.
Molecular formula: C5H9NO2S
Method: DFT, ωB97M-V/def2-TZVPD

Cartesian coordinates (Å):
C -1.2553 -0.5042 0.4467
C -2.4597 -0.0854 0.1259
C 1.0612 -0.1976 0.7999
C 1.4389 -1.7078 1.0357
C -0.2173 1.1398 -0.9797
N -0.0778 0.0851 -0.0606
O 0.1256 -3.7087 2.0446
O -1.0678 -1.5403 1.3672
S 0.1827 -2.3105 2.2265
H -3.1663 -0.8429 0.6167
H -2.5920 0.7261 -0.6093
H 0.8158 0.3912 1.7406
H 1.8285 0.3369 0.3686
H 1.1540 -2.1677 0.1453
H 2.4593 -1.7430 1.3728
H -0.8201 1.8206 -0.5502
H 0.7470 1.4515 -1.1475
H -0.6582 0.6385 -1.8923

- Charge: 0
- Multiplicity: 1

---

three.
Molecular formula: C5H9NO2S
Method: DFT, ωB97M-V/def2-TZVPD

Cartesian coordinates (Å):
C -1.3042 -0.9536 -0.8903
C -1.7899 0.3323 -0.2967
C -0.3222 -0.0044 -0.2530
C 1.5272 -1.2673 0.8935
C 0.3222 -0.3484 1.0746
N 0.5442 0.6605 -1.1494
O 1.6919 2.8070 -1.7576
O 0.1065 2.8622 0.1475
S 0.7678 2.1430 -0.9019
H -1.5142 -1.8763 -0.3725
H -1.2774 -1.0413 -1.9644
H -2.1021 1.1172 -0.9691
H -2.3455 0.3000 0.6277
H 1.2160 -2.2174 0.4660
H 2.0075 -1.4561 1.8501
H 2.2508 -0.8134 0.2206
H 0.6361 0.5843 1.5541
H -0.4146 -0.8283 1.7206

- Charge: 0
- SMILES: CCC1(N=S(=O)=O)CC1
- Multiplicity: 1

---

three is the most stable structure; the next one sits 15.8 kcal/mol above it.

---

one.
Molecular formula: C4H10N3O
Method: DFT, ωB97M-V/def2-TZVPD

Cartesian coordinates (Å):
C -1.4909 -1.0427 -0.5586
C -0.8914 -1.5159 -1.6320
C -2.2428 0.9551 0.5514
N -1.6203 0.3634 -0.3905
H -1.8273 -1.6474 0.2696
H -0.4311 -0.8509 -2.3553
H -0.8330 -2.5779 -1.8070
H -2.3333 2.0350 0.5424
H -2.6945 0.3626 1.3329
H -1.0569 0.9212 -1.0294
N 1.7790 -0.7406 1.0814
C 1.4940 0.5807 0.8403
N 2.0948 1.0941 -0.3247
O 0.6799 1.2188 1.4762
H 2.5953 -1.1120 0.6204
H 1.6758 -1.0489 2.0356
H 2.0104 2.1049 -0.3057
H 3.0924 0.9006 -0.3470

- Charge: +1
- Multiplicity: 1

---

two.
Molecular formula: C4H10N3O
Method: DFT, ωB97M-V/def2-TZVPD

Cartesian coordinates (Å):
C -1.0469 1.3184 -0.9219
C 0.2904 1.2296 -0.9513
C -1.9170 0.7662 0.2233
C -1.6046 -0.6778 0.5748
N 1.0852 -0.8119 0.0195
N -0.7967 -0.9044 1.5538
N 2.5132 -0.9308 -0.4791
O 0.9089 0.5565 0.1901
H -1.5525 1.9435 -1.6494
H 1.0471 1.6772 -1.6635
H -1.7131 1.2786 1.1010
H -2.9556 0.8902 -0.0806
H -2.2152 -1.5361 0.1726
H -0.1115 -0.2114 1.8463
H -0.4886 -1.8844 1.7200
H 2.9502 -1.6670 0.0457
H 3.0307 -0.0577 -0.1477
H 2.5759 -0.9788 -1.5537

- Charge: +1
- Multiplicity: 1

---

one is the most stable structure; the next one sits 114.7 kcal/mol above it.